Entry 1:
Computed, not measured: an isolated ion of composition C3H3OS2 and charge -1 in a non-equilibrium geometry, with ωB97M-V/def2-TZVPD.

```
9
Properties=species:S:1:pos:R:3
C -1.217 0.063 0.276
C 0.102 0.393 -0.524
O 0.065 1.011 -1.602
C 1.401 -0.199 -0.055
S 1.454 -1.841 -0.387
S 2.488 0.559 0.965
H -0.779 0.092 1.292
H -1.527 -0.915 0.038
H -1.987 0.835 -0.003
```

Values from the calculation:
- LUMO: 3.76 eV
- HOMO-LUMO gap: 7.3206 eV
- E_HOMO: -3.6 eV
- Total charge: -1
- SMILES: CC(=O)C(=S)[S-]
- Energy relative to the best compared isomer or geometry (same formula, charge and spin): 27.7 kJ/mol
- Total energy: -987.77485 hartree
- F_max: 0.0622 hartree/bohr

***

Entry 2:
Computed, not measured: one molecule with the formula C3H3P3 in a non-equilibrium geometry, with ωB97M-V/def2-TZVPD.

```
9
Properties=species:S:1:pos:R:3
C -1.402 -0.707 -0.479
C -0.314 -0.784 0.305
C 0.964 -1.077 0.839
P 0.570 0.555 1.259
P 1.611 1.863 -0.392
P 0.476 3.435 -0.658
H -1.665 -1.653 -1.005
H -1.955 0.113 -0.524
H 1.715 -1.746 0.656
```

Values from the calculation:
- LUMO (alpha / beta): -1.67 / -1.56 eV
- HOMO-LUMO gap (alpha / beta): 6.0084 / 6.6654 eV
- E_HOMO (alpha / beta): -7.7 / -8.2 eV
- Total charge: 0
- SMILES: C=C1C=P1=P#P
- Energy relative to the best compared isomer or geometry (same formula, charge and spin): 260.1 kJ/mol
- Total energy: -1139.99060 hartree
- F_max: 0.1230 hartree/bohr

***

Entry 3:
Computed, not measured: one molecule with the formula C3H4 in a non-equilibrium geometry, with ωB97M-V/def2-TZVPD.

```
7
Properties=species:S:1:pos:R:3
C -0.275 1.514 0.768
C -0.090 0.535 0.104
C 0.011 -0.832 -0.381
H -0.060 2.394 1.325
H 0.843 -1.271 0.145
H -0.883 -1.578 -0.495
H 0.454 -0.763 -1.465
```

Values from the calculation:
- LUMO: 1.06 eV
- HOMO-LUMO gap: 11.0121 eV
- E_HOMO: -10.0 eV
- Total charge: 0
- SMILES: C#CC
- Energy relative to the best compared isomer or geometry (same formula, charge and spin): 50.1 kJ/mol
- Total energy: -116.61775 hartree
- F_max: 0.0709 hartree/bohr

***

Entry 4:
Computed, not measured: a 17-piece molecular cluster, C3H41N2O16 overall in a non-equilibrium geometry, with ωB97M-V/def2-TZVPD.

```
62
Properties=species:S:1:pos:R:3
C 1.308 0.984 0.042
C 1.037 -0.572 0.392
C 1.489 -1.518 -0.504
N 1.965 -1.533 -1.792
N 0.705 -0.743 1.833
H 2.283 1.184 0.385
H 0.739 1.842 0.440
H 1.320 0.993 -1.003
H 1.345 -2.622 -0.099
H 1.957 -0.640 -2.188
H 1.891 -2.531 -2.174
H 1.456 -0.265 2.301
H 0.556 -1.736 2.256
H -0.173 -0.368 1.976
H 3.886 -0.917 -1.081
H 3.761 0.464 -1.140
O 4.370 -0.069 -0.581
H 0.251 -0.219 -4.429
H -0.727 -1.290 -3.968
O -0.681 -0.290 -4.063
H 4.799 -0.889 1.087
H 4.113 -0.454 2.496
O 4.284 -1.325 1.876
H 1.191 1.884 -3.330
H 2.202 1.579 -4.540
O 1.720 1.197 -3.778
H 2.722 -2.086 2.871
H 2.032 -2.644 4.086
O 2.177 -1.915 3.511
H 2.691 2.121 3.176
H 3.885 2.659 2.295
O 3.112 2.170 2.329
H -1.346 0.573 3.613
H 0.246 0.908 3.723
O -0.388 0.200 3.734
H -3.894 1.500 -0.129
H -5.135 1.758 0.499
O -4.553 1.070 0.301
H -2.871 -3.520 0.709
H -2.700 -2.692 -0.364
O -2.107 -2.919 0.407
H -4.003 -0.796 -3.282
H -4.722 0.191 -2.360
O -3.890 -0.005 -2.891
H -2.245 1.471 -1.942
H -0.947 0.789 -1.532
O -1.548 1.676 -1.206
H -2.190 1.603 2.104
H -3.560 1.287 2.663
O -2.594 1.019 2.690
H -3.897 -0.725 -0.055
H -5.069 -1.556 -0.671
O -4.129 -1.570 -0.537
H -0.089 -4.941 -0.659
H -0.293 -4.523 -2.028
O 0.388 -4.806 -1.522
H -1.200 3.806 1.434
H -0.801 4.361 2.700
O -0.872 3.574 2.230
H 0.400 4.098 -2.087
H -0.235 2.628 -2.056
O 0.578 3.095 -2.169
```

Values from the calculation:
- LUMO: -2.58 eV
- HOMO-LUMO gap: 8.6415 eV
- E_HOMO: -11.2 eV
- Total charge: +1
- Energy relative to the best compared isomer or geometry (same formula, charge and spin): 887.3 kJ/mol
- Total energy: -1451.84182 hartree
- F_max: 0.1610 hartree/bohr